#A
This record from OMol25 describes C2H5FSi in the gas phase. The level of theory is the ωB97M-V functional and the def2-TZVPD basis.

Summary:
gap between HOMO and LUMO = 10.77 eV
SMILES = C=C[SiH2]F

```
! RIJCOSX wB97M-V def2-TZVPD def2/J DEFGRID3
* xyz 0 1
C 1.44 -0.53 0.65
C 0.62 0.46 0.13
Si -1.15 0.30 -0.52
F -1.69 -1.17 -1.03
H 2.49 -0.49 1.04
H 1.09 -1.57 0.76
H 0.90 1.45 0.03
H -2.18 0.32 0.66
H -1.52 1.23 -1.73
*
```

Here are the Mulliken charges for atoms 1 to 5, given in e: -0.495 -0.380 0.526 -0.306 0.244

=====

#B
This record from OMol25 describes 2 unconnected molecules or ions with the total composition C2H5FSi. The level of theory is the ωB97M-V functional and the def2-TZVPD basis.

Summary:
gap between HOMO and LUMO (spin up / spin down) = 8.00 / 8.03 eV

```
! RIJCOSX wB97M-V def2-TZVPD def2/J DEFGRID3
* xyz 0 1
C 1.17 -1.88 1.23
C 1.08 -0.62 0.86
F -1.07 2.77 -2.50
Si -1.43 1.44 -1.63
H 0.88 -2.84 0.84
H 1.86 -1.99 2.04
H 1.21 0.36 1.18
H -0.86 1.60 -0.29
H -2.83 1.15 -1.74
*
```

Here are the Mulliken charges for atoms 1 to 5, given in e: -0.453 -0.392 -0.250 0.379 0.275

=====

Which structure is the least stable? The one labeled #B.

=====

#A
This record from OMol25 describes 2 unconnected molecules or ions with the total composition CH6NO. The level of theory is the ωB97M-V functional and the def2-TZVPD basis.

Summary:
gap between HOMO and LUMO = 6.75 eV

```
! RIJCOSX wB97M-V def2-TZVPD def2/J DEFGRID3
* xyz -1 1
O 2.24 -0.18 -0.62
H 2.79 0.60 -0.73
C -1.47 0.43 0.78
N -0.84 -0.45 -0.11
H -0.91 0.80 1.66
H -1.72 1.43 0.32
H -2.51 0.11 1.04
H 0.20 -0.45 -0.11
H -1.13 -0.40 -1.09
*
```

Here are the Mulliken charges for atoms 1 to 5, given in e: -1.130 0.129 -0.674 -0.534 0.265

=====

#B
This record from OMol25 describes 2 unconnected molecules or ions with the total composition CH6NO. The level of theory is the ωB97M-V functional and the def2-TZVPD basis.

Summary:
gap between HOMO and LUMO = 6.12 eV

```
! RIJCOSX wB97M-V def2-TZVPD def2/J DEFGRID3
* xyz -1 1
O 2.02 -1.08 -0.65
H 1.76 -0.71 -1.49
C -1.13 0.46 0.16
N 0.09 0.47 0.84
H -2.04 -0.13 0.24
H -0.82 0.06 -0.94
H -1.63 1.51 -0.04
H -0.05 0.02 1.82
H 1.79 -0.60 0.06
*
```

Here are the Mulliken charges for atoms 1 to 5, given in e: -0.763 0.290 -0.439 -0.786 0.214

=====

Which structure is the least stable? The one labeled #B.

=====

#A
This record from OMol25 describes 19 unconnected molecules or ions with the total composition H39O19. The level of theory is the ωB97M-V functional and the def2-TZVPD basis.

Summary:
gap between HOMO and LUMO = 10.01 eV

```
! RIJCOSX wB97M-V def2-TZVPD def2/J DEFGRID3
* xyz 1 1
O 2.38 -0.99 -0.28
H 0.38 -0.41 -3.63
H 3.12 -1.18 0.35
O 1.28 1.44 3.14
H 2.09 1.28 2.63
H -1.40 -2.78 -0.63
O 2.62 -4.36 0.14
H 3.20 0.49 -2.25
H 1.50 -1.00 -2.74
O -1.87 -1.95 -0.35
H 3.34 3.86 -0.68
H 1.83 -4.36 0.70
O 0.03 1.86 0.21
H -0.29 2.39 -0.54
H -0.82 1.47 0.56
O -1.59 -0.98 2.20
H -2.91 -0.63 -3.58
H -1.85 -4.03 1.91
O 2.65 3.20 -0.71
H -0.65 -4.47 2.80
H 1.47 0.80 3.83
O 0.55 -0.89 -2.74
H -3.46 3.26 -0.53
O -1.23 3.78 3.11
H -0.72 4.14 2.38
H -2.03 3.34 2.78
O 0.38 -3.03 -0.57
H -2.18 -2.11 0.62
H -1.88 -0.14 -0.89
O -0.83 -3.97 2.00
H 2.33 -4.54 -0.76
H 1.19 -2.38 -0.45
O 2.82 1.28 -2.73
H 2.57 1.85 -1.99
H 0.24 -3.65 0.16
O -2.84 0.65 0.80
H -0.65 -0.81 2.15
H -1.77 -0.85 3.14
O -2.56 3.49 -0.74
H -2.62 3.87 -1.64
H -3.03 0.84 -3.96
O 0.66 0.65 -4.84
H 0.32 1.54 -4.73
H 2.33 3.07 0.21
O 3.19 -1.26 2.20
H -1.42 0.46 -2.42
H 2.32 -1.67 2.33
O -1.07 0.19 -1.49
H 1.95 -0.26 0.21
H -0.61 -0.76 -1.79
O -2.38 0.16 -3.74
H -3.47 1.27 0.43
H 1.50 0.72 -4.36
O -1.90 0.84 4.07
H -1.93 0.82 5.02
H -1.92 1.77 3.73
H -2.94 0.33 1.69
H 3.72 -2.06 2.23
*
```

Here are the Mulliken charges for atoms 1 to 5, given in e: -0.682 0.472 0.358 -0.495 0.246

=====

#B
This record from OMol25 describes 19 unconnected molecules or ions with the total composition H39O19. The level of theory is the ωB97M-V functional and the def2-TZVPD basis.

Summary:
gap between HOMO and LUMO = 10.41 eV

```
! RIJCOSX wB97M-V def2-TZVPD def2/J DEFGRID3
* xyz 1 1
O 1.16 0.82 -1.28
H 2.38 0.53 -3.65
H 1.26 -0.15 -1.27
O -3.89 0.26 2.09
H -4.09 -0.69 2.15
H -3.42 3.49 -1.68
O 3.16 -1.93 1.12
H -1.16 -0.37 -3.19
H 1.53 -0.05 -4.83
O -2.98 -1.81 -1.18
H -3.09 -0.83 -0.83
H 3.83 -1.50 0.60
O 3.68 0.11 -2.33
H 4.32 0.48 -2.92
H 3.85 -0.78 -2.03
O 0.99 3.63 1.33
H 0.31 -0.95 3.21
H 1.93 3.70 1.22
O -2.82 0.57 -1.23
H 1.95 -3.46 -0.71
H -4.02 0.58 2.98
O 2.40 0.12 -4.51
H -2.43 1.23 -0.54
O 1.06 3.45 -2.18
H 1.02 4.41 -2.04
H 0.55 3.15 -2.96
O -2.18 -2.24 2.90
H -2.52 -1.57 -2.13
H -2.57 -2.43 -0.57
O 1.35 -2.99 -1.28
H 3.62 -2.65 1.57
H 0.93 -2.29 -0.72
O -1.30 -1.27 -2.89
H -0.51 -1.41 -2.29
H -1.41 -2.79 2.82
O -1.35 1.84 0.14
H -2.74 -2.61 3.58
H 0.88 2.98 2.01
O -3.60 3.06 -0.87
H -3.07 3.23 -0.06
H -0.62 2.09 -0.45
O -0.27 0.58 4.69
H 0.51 1.11 4.91
H -3.58 1.08 -1.62
O 2.86 2.26 2.52
H -0.31 -1.59 0.97
H 3.13 2.73 3.33
O 0.06 -1.16 0.21
H 2.20 0.88 -1.34
H 0.54 -0.35 0.40
O 0.82 -0.38 2.64
H 1.59 -0.79 2.18
H -1.14 0.90 4.88
O -0.52 -4.93 -1.10
H -0.79 -4.59 -1.94
H -0.33 -4.09 -0.62
H -0.78 1.44 0.83
H 3.61 1.92 1.98
*
```

Here are the Mulliken charges for atoms 1 to 5, given in e: -0.462 0.380 0.065 -0.528 0.265

=====

Which structure is the least stable? The one labeled #B.

=====

#A
This record from OMol25 describes a molecular structure, C6H13AuF6I2N3O5S2Sb. The level of theory is the ωB97M-V functional and the def2-TZVPD basis.

Summary:
gap between HOMO and LUMO (spin up / spin down) = 3.05 / 3.04 eV

```
! RIJCOSX wB97M-V def2-TZVPD def2/J DEFGRID3
* xyz 2 1
Au -1.20 -1.31 0.40
F -4.83 1.39 1.05
C -3.90 2.29 0.75
F -4.24 2.93 -0.35
F -3.75 3.13 1.74
S -2.34 1.29 0.45
O -2.26 0.37 1.58
O -2.47 0.56 -0.78
N -1.14 2.30 0.45
S 0.28 1.73 0.16
O 0.33 0.25 0.04
O 1.01 2.37 -0.88
C 1.23 2.01 1.76
F 0.47 1.60 2.75
F 2.34 1.25 1.73
F 1.58 3.26 1.93
C 4.93 1.94 -1.09
Sb 3.17 0.66 -1.14
C 2.82 0.56 -3.28
C 4.02 -1.21 -0.36
H 5.62 1.55 -1.83
H 5.38 1.87 -0.10
H 4.66 2.96 -1.32
H 3.79 0.50 -3.78
H 2.31 1.48 -3.56
H 2.21 -0.30 -3.54
H 4.82 -1.52 -1.02
H 3.25 -1.97 -0.30
H 4.40 -0.98 0.64
I -0.91 -3.39 -1.29
I 1.03 -3.08 -3.09
N -4.34 -4.17 1.32
C -3.66 -3.04 1.35
N -4.20 -1.94 1.87
O -2.47 -3.02 0.86
H -5.24 -4.26 1.76
H -3.91 -5.01 0.96
H -5.13 -1.95 2.25
H -3.66 -1.09 1.94
*
```

Here are the Mulliken charges for atoms 1 to 5, given in e: 1.012 -0.176 0.530 -0.159 -0.173

=====

#B
This record from OMol25 describes a molecular structure, C6H13AuF6I2N3O5S2Sb. The level of theory is the ωB97M-V functional and the def2-TZVPD basis.

Summary:
gap between HOMO and LUMO (spin up / spin down) = 2.82 / 2.75 eV

```
! RIJCOSX wB97M-V def2-TZVPD def2/J DEFGRID3
* xyz 2 1
Au 1.72 -0.50 -1.01
F 0.46 4.79 -1.16
C 0.99 3.77 -0.52
F 2.13 3.41 -1.10
F 1.23 4.11 0.74
S -0.20 2.30 -0.49
O 0.51 1.20 -1.17
O -1.42 2.64 -1.13
N -0.42 1.98 1.03
S 0.73 1.05 1.56
O 0.45 -0.32 1.20
O 2.02 1.51 1.13
C 0.62 1.14 3.42
F 1.44 0.24 3.93
F -0.63 0.86 3.77
F 0.95 2.34 3.85
C -2.77 -0.13 -2.15
Sb -2.22 0.09 -0.03
C -3.81 1.38 0.69
C -2.76 -1.81 0.98
H -3.85 -0.23 -2.19
H -2.29 -1.00 -2.59
H -2.46 0.78 -2.66
H -4.76 0.92 0.41
H -3.70 2.35 0.21
H -3.76 1.47 1.78
H -3.83 -1.90 0.89
H -2.45 -1.75 2.02
H -2.25 -2.63 0.49
I 4.40 -0.07 0.33
I 5.07 2.26 1.35
N 3.53 -4.32 -1.24
C 2.67 -3.36 -1.51
N 1.61 -3.61 -2.29
O 2.87 -2.20 -1.01
H 3.43 -5.26 -1.61
H 4.33 -4.12 -0.67
H 1.46 -4.51 -2.71
H 1.00 -2.86 -2.56
*
```

Here are the Mulliken charges for atoms 1 to 5, given in e: 0.696 -0.165 0.718 -0.155 -0.174

=====

Which structure is the least stable? The one labeled #A.